Formula: C20H46O4P4Tm
Source: OMol25
Level of theory: ωB97M-V/def2-TZVPD

Structure (XYZ):
```
75
C20H46O4P4Tm, DFT ωB97M-V/def2-TZVPD
Tm 0.465 0.105 0.031
P 1.533 -1.097 -2.130
P -0.872 1.901 -1.650
P 0.938 -1.976 1.843
H -4.285 1.859 0.424
C -4.133 1.497 1.447
C -3.444 2.181 2.374
H -2.931 3.122 2.152
C 0.476 -1.646 -3.523
C 2.720 -0.009 -3.015
C 2.502 -2.616 -1.792
C -1.727 3.092 -0.563
C 0.049 3.022 -2.754
C -2.233 1.344 -2.726
C -0.272 -1.792 3.210
C 2.524 -2.109 2.745
C 0.628 -3.722 1.384
H -4.640 0.559 1.699
H -3.391 1.834 3.412
H 0.188 -2.698 -3.395
H 1.060 -1.553 -4.450
H -0.426 -1.025 -3.620
H 3.662 -0.553 -3.160
H 2.910 0.897 -2.424
H 2.308 0.279 -3.990
H 3.473 -2.541 -2.300
H 1.957 -3.493 -2.164
H 2.669 -2.728 -0.711
H -2.357 3.741 -1.186
H -0.974 3.701 -0.045
H -2.360 2.599 0.187
H -0.658 3.679 -3.279
H 0.612 2.427 -3.486
H 0.753 3.621 -2.161
H -2.900 2.191 -2.938
H -2.813 0.551 -2.236
H -1.832 0.953 -3.671
H -0.363 -2.751 3.736
H -1.261 -1.516 2.816
H 0.052 -1.013 3.912
H 2.343 -2.366 3.798
H 3.052 -1.146 2.696
H 3.154 -2.878 2.277
H 0.253 -4.274 2.257
H 1.556 -4.185 1.025
H -0.125 -3.775 0.586
C -2.274 -1.884 -0.499
C -2.385 -2.681 -1.634
C -3.201 -3.811 -1.537
C -3.936 -4.046 -0.369
C -3.874 -3.162 0.712
C -3.032 -2.045 0.645
O -1.198 -0.982 -0.409
H -0.508 -1.111 -1.244
H -1.814 -2.441 -2.534
H -3.248 -4.505 -2.375
H -4.564 -4.936 -0.308
H -4.465 -3.332 1.612
H -2.916 -1.334 1.463
C 4.499 1.421 1.221
O 3.605 2.552 1.068
P 2.232 2.425 0.204
O 1.594 3.922 0.318
C 2.100 4.952 1.194
O 1.130 1.578 1.497
C 0.937 2.078 2.833
H 4.995 1.180 0.268
H 3.967 0.524 1.586
H 5.252 1.722 1.955
H 2.016 4.657 2.248
H 3.134 5.211 0.937
H 1.457 5.814 1.000
H 0.821 1.204 3.483
H 0.025 2.683 2.871
H 1.810 2.658 3.150
```

Properties
Gap between HOMO and LUMO (spin up / spin down)   7.5794 / 7.6360 eV
HOMO energy (spin up / spin down)   -0.6290 / -0.6290 Ha
Multiplicity   3
⟨S²⟩   2.002
Calculated total energy   -3540.30832 hartree
M   643.41 g/mol
Charge   +3

Formula: C14H38FN2O4V
Source: OMol25
Level of theory: ωB97M-V/def2-TZVPD

Structure (XYZ):
```
60
C14H38FN2O4V, DFT ωB97M-V/def2-TZVPD
V 0.767 2.409 0.134
F -0.587 0.899 -0.040
C 0.168 -3.418 -1.338
C 0.768 -2.341 -2.247
C -0.256 -2.109 -3.347
O 0.868 -1.123 -1.573
H 0.694 -3.614 -0.404
H 0.168 -4.355 -1.894
H -0.845 -3.181 -1.014
H 1.736 -2.777 -2.493
H 0.059 -1.240 -3.925
H -1.242 -1.813 -2.988
H -0.317 -2.918 -4.075
H 0.047 -0.854 -1.154
C -3.930 -2.533 -0.635
C -3.654 -1.261 0.246
C -2.636 -1.515 1.380
O -3.256 -0.265 -0.652
H -4.213 -3.322 0.062
H -3.093 -2.843 -1.259
H -4.849 -2.418 -1.210
H -4.646 -1.131 0.679
H -2.492 -0.584 1.929
H -1.652 -1.846 1.048
H -2.918 -2.334 2.042
H -2.410 0.103 -0.386
C 2.994 0.908 -3.189
C 2.303 1.871 -2.283
C 0.962 2.258 -2.796
O 0.293 3.057 -1.793
C -1.043 3.334 -2.152
N 2.169 1.222 -0.985
H 4.023 0.740 -2.872
H 3.156 1.345 -4.174
H 2.508 -0.067 -3.239
H 2.855 2.805 -2.169
H 0.432 1.333 -3.024
H 1.075 2.740 -3.767
H -1.540 2.389 -2.370
H -1.224 4.107 -2.899
H -1.601 3.793 -1.337
H 3.144 1.107 -0.748
H 1.949 0.259 -1.193
C 1.591 -0.668 2.135
C 0.839 0.608 2.647
C 0.969 0.747 4.209
O 0.095 1.794 4.683
C -0.192 1.660 6.080
N 1.430 1.787 2.081
H 1.292 -0.893 1.112
H 1.432 -1.508 2.811
H 2.669 -0.515 2.193
H -0.238 0.557 2.489
H 2.012 0.834 4.515
H 0.623 -0.202 4.618
H 0.703 1.459 6.669
H -0.920 0.867 6.246
H -0.667 2.552 6.488
H 2.401 1.647 2.322
H 1.229 2.458 2.808
```

Properties
Gap between HOMO and LUMO (spin up / spin down)   4.0169 / 5.1673 eV
HOMO energy (spin up / spin down)   -0.5248 / -0.5249 Ha
Multiplicity   3
Energy relative to the best compared isomer or geometry (same formula, charge and spin)   0.000 eV
⟨S²⟩   2.020
Calculated total energy   -2009.92675 hartree
M   368.41 g/mol
Charge   +2

Formula: C2H7NS
Source: OMol25
Level of theory: ωB97M-V/def2-TZVPD

Structure (XYZ):
```
11
C2H7NS, DFT ωB97M-V/def2-TZVPD
C -1.349 -0.314 0.477
C -2.009 -0.244 -0.654
N 1.741 1.252 -0.339
S 1.946 -0.268 0.135
H -0.332 -0.235 0.495
H -1.850 -0.642 1.486
H 2.585 -0.119 1.293
H -3.053 -0.302 -0.710
H -1.479 0.120 -1.570
H 0.749 1.395 -0.122
H 3.052 -0.643 -0.492
```

Properties
Gap between HOMO and LUMO   9.1880 eV
HOMO energy   -0.3182 Ha
Multiplicity   1
Energy relative to the best compared isomer or geometry (same formula, charge and spin)   3.761 eV
Calculated total energy   -533.19225 hartree
M   77.15 g/mol
Charge   0

Formula: C10H17BaFN2O8S
Source: OMol25
Level of theory: ωB97M-V/def2-TZVPD

Structure (XYZ):
```
40
C10H17BaFN2O8S, DFT ωB97M-V/def2-TZVPD
Ba -0.226 -1.948 -0.949
N -0.012 1.042 -2.593
O 0.986 0.792 -1.956
O -0.814 0.199 -2.841
O -0.199 2.188 -2.983
F -1.291 -3.556 0.834
O 2.463 -2.813 -0.570
C 2.908 -3.325 -1.875
C 1.848 -4.118 -2.840
O 0.551 -3.589 -3.063
H 3.851 -3.862 -1.776
H 3.308 -2.488 -2.448
H 1.673 -5.100 -2.400
H 2.313 -4.324 -3.804
O 2.420 -0.169 3.221
S 1.777 0.212 1.961
O 0.670 -0.610 1.375
O 1.244 1.795 2.078
C 0.379 2.285 1.088
C -0.323 3.517 1.643
C 3.087 0.491 0.699
H -0.398 1.535 0.939
H 0.805 2.328 0.086
H -0.968 3.995 0.906
H 0.379 4.207 2.113
H -0.926 3.124 2.461
H 2.702 1.238 0.006
H 3.257 -0.497 0.271
H 3.939 0.969 1.183
N -2.296 -0.432 -0.031
C -3.130 0.451 -0.613
C -3.909 1.339 0.064
C -3.848 1.425 1.493
C -3.044 0.465 2.072
C -2.276 -0.411 1.304
H -3.156 0.464 -1.692
H -4.537 2.041 -0.464
H -4.451 2.062 2.124
H -2.995 0.271 3.133
H -1.762 -1.193 1.843
```

Properties
Gap between HOMO and LUMO   4.2293 eV
HOMO energy   -0.0009 Ha
Multiplicity   1
Energy relative to the best compared isomer or geometry (same formula, charge and spin)   0.000 eV
Calculated total energy   -1626.13791 hartree
M   481.64 g/mol
Charge   -2

Formula: C11H20Br3F3N2O4
Source: OMol25
Level of theory: ωB97M-V/def2-TZVPD

Structure (XYZ):
```
43
C11H20Br3F3N2O4, DFT ωB97M-V/def2-TZVPD
C -17.202 -26.757 -24.928
C -17.194 -27.384 -23.528
O -17.046 -26.611 -22.511
N -17.608 -28.667 -23.446
C -17.616 -29.331 -22.182
H -16.220 -26.873 -25.386
H -17.468 -25.704 -24.836
H -17.898 -27.306 -25.563
H -17.859 -29.094 -24.326
H -18.255 -28.693 -21.571
H -16.596 -29.454 -21.817
H -18.103 -30.273 -22.435
C -15.827 -25.362 -21.515
C -15.759 -25.215 -20.039
O -15.840 -24.157 -19.510
N -15.766 -26.401 -19.375
C -15.742 -26.497 -17.939
H -16.550 -24.680 -21.964
H -16.243 -26.302 -21.879
H -14.871 -25.188 -22.010
H -15.805 -27.287 -19.859
H -16.377 -27.317 -17.606
H -16.119 -25.675 -17.332
H -14.811 -26.983 -17.647
C -13.356 -29.959 -19.824
C -14.718 -29.532 -19.146
O -15.410 -30.560 -18.435
C -15.287 -30.571 -17.138
O -14.632 -29.814 -16.423
C -16.054 -31.791 -16.620
F -16.541 -31.395 -15.460
F -17.022 -32.360 -17.443
F -15.145 -32.704 -16.315
H -13.564 -30.753 -20.541
H -12.623 -30.310 -19.097
H -12.962 -29.014 -20.196
H -15.444 -29.264 -19.914
H -14.395 -28.650 -18.593
C -14.257 -28.136 -21.896
Br -13.940 -30.066 -21.942
Br -14.032 -27.201 -23.661
Br -13.261 -27.268 -20.435
H -15.287 -28.034 -21.555
```

Properties
Gap between HOMO and LUMO   6.9265 eV
HOMO energy   -0.2856 Ha
Multiplicity   1
Calculated total energy   -8862.86273 hartree
M   541.00 g/mol
Charge   0

Formula: C5H8O
Source: OMol25
Level of theory: ωB97M-V/def2-TZVPD

Structure (XYZ):
```
14
C5H8O, DFT ωB97M-V/def2-TZVPD
O -0.731 2.254 -1.394
C 0.253 1.970 -0.834
C -1.523 -0.106 0.593
C -0.744 -0.843 -0.194
C 0.352 -1.751 0.279
C 1.386 1.679 -0.233
H -1.407 -0.105 1.675
H -2.298 0.535 0.180
H 0.094 -2.800 0.089
H -0.893 -0.794 -1.274
H 1.289 -1.548 -0.255
H 0.533 -1.635 1.353
H 1.385 1.063 0.656
H 2.304 2.080 -0.640
```

Properties
Gap between HOMO and LUMO   10.1771 eV
HOMO energy   -0.3378 Ha
Multiplicity   1
Energy relative to the best compared isomer or geometry (same formula, charge and spin)   1.859 eV
Calculated total energy   -270.48958 hartree
Structure (SMILES)   C=C=O.C=CC
M   84.12 g/mol
Charge   0

Repeat the third record exactly.
Formula: C2H7NS
Source: OMol25
Level of theory: ωB97M-V/def2-TZVPD

Structure (XYZ):
```
11
C2H7NS, DFT ωB97M-V/def2-TZVPD
C -1.349 -0.314 0.477
C -2.009 -0.244 -0.654
N 1.741 1.252 -0.339
S 1.946 -0.268 0.135
H -0.332 -0.235 0.495
H -1.850 -0.642 1.486
H 2.585 -0.119 1.293
H -3.053 -0.302 -0.710
H -1.479 0.120 -1.570
H 0.749 1.395 -0.122
H 3.052 -0.643 -0.492
```

Properties
Gap between HOMO and LUMO   9.1880 eV
HOMO energy   -0.3182 Ha
Multiplicity   1
Energy relative to the best compared isomer or geometry (same formula, charge and spin)   3.761 eV
Calculated total energy   -533.19225 hartree
M   77.15 g/mol
Charge   0

Question: Which value of charge does entry 5 give?
Answer: 0